# 1
Entry from the OMol25 dataset: C8H14O2S2 in the gas phase (ωB97M-V/def2-TZVPD).

Frontier orbital gap   8.460 eV
Energy relative to the best compared isomer or geometry (same formula, charge and spin)   23.3 kJ/mol
HOMO level   -7.832 eV
Multiplicity   1
Structure (SMILES)   O=C(O)CCCC[C@H]1CCSS1

Last column: Löwdin charge in e.
Positions of all 26 atoms, in Å:
H  2.169  0.950  -1.718  0.100
H  -1.790  2.174  -0.600  0.115
H  -3.053  0.610  1.018  0.122
S  0.788  -0.939  -1.622  0.589
H  -3.698  0.726  -0.643  0.124
O  -2.179  -1.687  0.862  0.070
H  3.513  -0.770  -0.779  0.111
S  1.027  -2.277  -0.043  0.526
O  -2.995  -1.703  -1.213  0.102
H  -0.678  1.485  1.419  0.120
C  0.905  1.430  -0.032  -0.203
C  2.251  -1.270  0.878  -0.507
C  2.854  -0.256  -0.075  -0.299
H  -2.019  -2.629  0.691  0.118
H  1.528  1.755  0.806  0.111
H  -0.368  -0.124  0.793  0.056
H  3.445  0.476  0.479  0.118
H  1.728  -0.788  1.704  0.070
C  -2.859  0.394  -0.032  -0.097
H  2.996  -1.959  1.271  0.071
C  1.738  0.433  -0.857  -0.607
C  -1.578  1.109  -0.488  -0.211
H  0.709  2.311  -0.647  0.111
H  -1.290  0.720  -1.466  0.081
C  -0.436  0.926  0.512  -0.235
C  -2.706  -1.096  -0.218  -0.559

---

# 2
Entry from the OMol25 dataset: C6H10O in the gas phase (ωB97M-V/def2-TZVPD).

Frontier orbital gap   9.994 eV
Energy relative to the best compared isomer or geometry (same formula, charge and spin)   39.9 kJ/mol
HOMO level   -9.043 eV
Multiplicity   1
Structure (SMILES)   CC(C)=CCC=O

Last column: Löwdin charge in e.
Positions of all 17 atoms, in Å:
C  -1.336  0.846  -0.884  -0.166
H  2.352  -1.644  0.405  0.080
C  0.775  -0.190  0.071  -0.349
H  2.363  -0.910  -1.216  0.074
C  2.166  -0.720  -0.156  -0.070
H  1.124  0.561  2.066  0.083
H  0.345  -1.020  1.992  0.092
H  -3.505  0.605  -0.559  0.119
H  -1.270  1.726  -0.225  0.124
H  0.349  -0.083  -1.963  0.105
O  -2.516  -0.988  0.183  0.053
H  -0.602  0.425  1.644  0.067
C  -2.540  0.076  -0.387  -0.268
H  2.901  0.017  0.195  0.083
C  0.383  -0.032  1.515  -0.054
C  -0.013  0.133  -0.958  -0.085
H  -1.601  1.256  -1.868  0.112

---

# 3
Entry from the OMol25 dataset: a 2-piece molecular cluster, C6H8INOS overall (ωB97M-V/def2-TZVPD).

Frontier orbital gap (alpha / beta)   7.190 / 7.176 eV
Energy relative to the best compared isomer or geometry (same formula, charge and spin)   234.7 kJ/mol
HOMO level (alpha / beta)   -9.366 / -9.353 eV
Multiplicity   1

Last column: Löwdin charge in e.
Positions of all 18 atoms, in Å:
H  0.004  -0.563  -2.315  0.080
C  1.349  1.553  0.075  -0.136
H  0.358  0.031  2.483  0.111
C  -1.356  -1.288  1.941  -0.114
H  -0.493  1.079  -1.893  0.097
C  -0.072  -0.458  0.377  -0.363
S  -4.302  -1.340  -0.929  0.042
H  0.479  2.195  0.213  0.096
H  2.040  2.048  -0.603  0.081
C  0.352  0.388  -1.917  -0.130
H  1.114  0.794  -2.580  0.079
C  0.900  0.225  -0.510  -0.814
H  -1.827  -1.557  2.863  0.115
H  1.840  1.425  1.038  0.071
O  -1.026  -1.231  -0.169  -0.051
C  -0.232  -0.460  1.739  0.004
N  -1.808  -1.733  0.804  0.007
I  2.682  -1.109  -0.619  0.824

---

# 4
Entry from the OMol25 dataset: a 7-piece molecular cluster, C18H30Cl10N2 overall (ωB97M-V/def2-TZVPD).

Frontier orbital gap   8.984 eV
HOMO level   -8.384 eV
Multiplicity   1
Structure (SMILES)   c1cc[nH]c1.c1cc[nH]c1.ClCCCl.ClCCCl.ClCCCl.ClCCCl.ClCCCl

Last column: Löwdin charge in e.
Positions of all 60 atoms, in Å:
H  2.097  -2.819  1.790  0.026
C  -4.487  2.139  -5.413  -0.096
H  -2.989  -1.289  -4.296  0.030
C  0.700  1.505  0.904  -0.616
H  -0.243  1.765  1.276  0.030
Cl  -4.201  1.696  3.803  0.565
H  -1.146  -2.153  2.622  0.103
C  4.185  -2.103  1.548  -0.579
C  4.585  2.408  -1.140  -0.734
H  3.178  -3.792  0.926  0.065
C  -0.346  -2.290  3.321  -0.131
H  -2.328  -0.205  -6.270  0.112
C  0.640  1.306  -0.642  -0.682
C  5.437  1.243  -1.565  -0.643
H  -5.034  0.219  -6.455  0.090
C  1.343  -3.057  4.570  -0.135
Cl  2.284  -2.261  -0.551  0.525
H  4.831  -1.977  0.710  0.030
Cl  3.729  -0.461  2.130  0.545
H  1.983  -3.682  5.226  0.110
H  -3.137  0.775  -2.779  0.059
H  -4.482  -0.385  -2.505  0.073
C  -4.288  0.850  -6.006  -0.093
Cl  -0.212  2.604  -1.527  0.512
H  2.085  -0.988  4.965  0.114
C  -2.119  0.783  5.271  -0.657
H  1.691  1.212  -0.977  0.014
H  0.191  -0.302  3.653  0.103
C  -2.928  0.656  -5.972  -0.176
Cl  -0.904  -0.824  -3.353  0.529
C  2.884  -2.756  1.076  -0.633
H  1.098  0.600  1.344  0.019
H  -1.368  1.821  -5.118  0.149
H  -2.762  -2.242  -2.861  0.072
Cl  4.418  -0.183  -1.684  0.566
H  -1.421  0.034  5.663  0.066
C  0.249  -3.460  3.790  -0.110
H  6.127  1.055  -0.834  0.039
N  -2.350  1.733  -5.367  -0.003
H  -5.366  2.587  -5.118  0.060
C  -3.253  2.604  -4.969  -0.163
H  -2.749  -0.128  3.444  0.047
C  -2.687  -1.245  -3.287  -0.608
N  0.469  -1.287  3.738  -0.007
H  0.103  0.309  -0.828  0.036
H  -2.585  1.330  6.091  0.062
H  4.640  -2.641  2.372  0.077
H  -3.820  -0.429  4.823  0.085
Cl  -2.850  -0.353  -0.753  0.502
C  -3.423  -0.259  -2.496  -0.597
Cl  -1.040  1.977  4.522  0.557
Cl  1.886  2.789  1.332  0.547
C  1.485  -1.723  4.472  -0.191
H  -2.965  3.513  -4.428  0.124
H  -0.262  -4.415  3.618  0.100
H  5.874  1.528  -2.512  0.074
H  5.257  3.215  -1.015  0.062
Cl  3.484  2.806  -2.380  0.627
C  -3.205  0.326  4.314  -0.671
H  4.015  2.322  -0.213  0.015

---

# 5
Entry from the OMol25 dataset: a 5-piece molecular cluster, C15H16Cl16O4 overall (ωB97M-V/def2-TZVPD).

Frontier orbital gap   9.935 eV
Energy relative to the best compared isomer or geometry (same formula, charge and spin)   0.0 kJ/mol
HOMO level   -10.518 eV
Multiplicity   1
Structure (SMILES)   CCCCC1=C(CCCO)C(=O)OC1=O.ClC(Cl)(Cl)Cl.ClC(Cl)(Cl)Cl.ClC(Cl)(Cl)Cl.ClC(Cl)(Cl)Cl

Last column: Löwdin charge in e.
Positions of all 51 atoms, in Å:
H  -1.346  -2.394  0.233  0.114
C  -2.778  0.444  -0.518  -0.063
Cl  8.718  -2.435  3.870  0.521
Cl  2.228  3.588  2.685  0.547
Cl  -6.860  1.002  -2.541  0.563
H  1.197  -2.593  -1.436  0.107
H  -5.536  -1.153  -1.657  0.071
C  -3.528  -0.298  -1.570  -0.113
Cl  8.167  0.268  4.714  0.519
C  7.437  2.367  -0.546  -2.047
H  -1.168  -2.159  -1.519  0.097
C  -3.439  1.580  0.194  -0.384
C  -4.271  -2.592  -0.684  -0.269
Cl  6.652  2.020  0.986  0.499
C  0.600  -2.874  -0.563  -0.251
C  -4.674  -1.157  -0.993  -0.168
C  -0.370  -0.542  -0.349  -0.121
Cl  8.790  1.253  -0.802  0.504
C  2.657  3.406  0.986  -2.044
Cl  8.047  4.026  -0.536  0.528
H  0.838  -2.344  1.539  0.073
H  1.790  -3.748  1.045  0.068
C  1.432  -2.771  0.726  -0.102
C  9.266  -0.758  3.784  -2.059
H  0.313  -3.916  -0.722  0.102
C  -1.537  0.335  -0.030  -0.050
H  -3.548  -2.961  -1.423  0.110
C  -0.678  -2.027  -0.552  -0.210
Cl  10.894  -0.636  4.457  0.524
Cl  3.132  1.730  0.675  0.501
H  2.297  -2.118  0.602  0.068
Cl  3.999  4.488  0.596  0.513
Cl  1.268  3.808  -0.027  0.544
H  -3.798  -2.643  0.303  0.116
Cl  -6.265  3.823  -2.488  0.533
Cl  6.273  2.174  -1.863  0.520
C  -7.528  2.614  -2.251  -2.051
O  -0.432  1.622  1.697  0.128
C  -1.381  1.381  1.024  -0.393
H  -2.849  -0.901  -2.174  0.111
H  0.124  -0.150  -1.247  0.143
Cl  -8.848  2.910  -3.389  0.521
Cl  9.275  -0.223  2.104  0.487
O  -4.524  2.037  0.022  0.152
O  -5.454  -3.381  -0.707  -0.060
H  -5.003  -0.692  -0.060  0.121
H  -5.261  -4.247  -0.340  0.083
O  -2.560  2.096  1.124  0.155
H  -3.977  0.444  -2.236  0.104
Cl  -8.137  2.705  -0.600  0.539
H  0.353  -0.407  0.459  0.101

---

# 6
Entry from the OMol25 dataset: a 8-piece molecular cluster, C40H69ClN4O17S2 overall (ωB97M-V/def2-TZVPD).

Frontier orbital gap   7.278 eV
HOMO level   -7.979 eV
Multiplicity   1
Structure (SMILES)   C[C@H](O)CNCCOc1ccc2c(c1CCCCl)Nc1cc(OC#N)c(-c3ccncc3)c(S)c1S2.OCCO.OCCO.OCCO.OCCO.OCCO.OCCO.OCCO

Last column: Löwdin charge in e.
Positions of all 133 atoms, in Å:
S  1.803  -3.351  -0.836  0.882
H  3.084  3.149  5.330  0.093
H  -1.896  -4.014  -6.209  0.118
H  -2.749  1.459  0.847  0.093
H  -0.563  -2.838  -6.324  0.109
C  3.350  -5.504  5.249  -0.005
O  1.753  -2.411  5.468  -0.014
C  0.161  3.122  8.076  -0.240
C  -0.813  -3.902  -6.325  -0.242
O  -0.534  1.873  -3.557  -0.170
H  3.216  -6.498  1.481  -0.107
H  6.208  4.363  4.619  0.080
H  1.515  -0.225  3.450  0.114
H  5.290  2.065  5.956  0.120
H  -5.369  1.356  -0.499  0.154
H  4.285  -4.889  5.019  0.110
C  -1.943  1.782  -3.912  -0.166
H  -2.249  1.597  -1.616  0.096
C  3.411  -6.653  6.257  -0.162
O  3.988  4.655  4.264  -0.089
C  -3.979  3.020  -1.019  -0.209
H  -0.316  2.975  5.974  0.125
H  -2.954  3.469  -0.704  0.127
H  -7.552  0.672  4.799  0.118
C  -5.069  2.779  1.317  -0.066
H  -4.815  2.148  2.232  0.079
H  5.826  -9.510  4.403  0.117
H  1.613  1.198  7.031  0.087
O  2.973  -11.297  4.318  -0.074
H  -3.802  3.352  -3.065  0.092
C  0.054  2.336  6.779  -0.237
C  1.722  -2.513  4.030  -0.130
C  -7.617  0.779  3.712  -0.222
C  0.544  -1.900  -3.027  -0.042
H  -0.060  4.294  -7.148  0.116
H  -0.520  6.605  -10.463  0.107
C  -1.014  2.415  -7.648  -0.232
C  -0.338  -4.576  -7.602  -0.235
O  4.100  -8.883  3.459  -0.093
H  -8.342  1.655  1.613  0.068
C  4.930  -9.939  3.945  -0.234
H  3.961  -8.264  4.189  0.055
H  1.285  2.639  -8.248  0.082
Cl  1.266  3.671  2.110  0.502
H  2.445  0.255  0.675  0.126
H  1.776  3.890  7.349  0.059
H  4.456  -6.852  6.711  0.110
H  0.747  -4.492  -7.699  0.126
C  1.758  -2.980  0.995  -0.382
C  -0.042  -0.659  -3.771  0.029
O  1.054  4.219  7.908  -0.072
H  0.538  -2.880  -3.633  0.082
N  -3.970  2.534  -2.450  -0.087
H  -1.609  -6.056  -7.609  0.095
O  1.351  1.878  6.395  -0.107
O  -0.648  -5.969  -7.543  -0.075
H  1.199  6.605  -8.661  0.082
O  -0.737  8.617  -10.211  -0.076
C  1.632  -1.513  1.469  -0.163
H  -1.947  2.613  -7.111  0.111
C  -0.031  7.527  -10.796  -0.247
C  1.102  -1.811  -1.562  -0.404
H  -6.183  2.950  1.151  0.075
C  2.008  -5.169  4.539  -0.135
C  1.074  -0.507  -0.732  -0.135
O  0.910  3.408  -8.709  -0.076
H  -9.653  0.056  3.521  0.121
H  -0.166  -5.463  -5.392  0.086
O  1.480  7.494  -8.925  -0.079
C  -2.841  1.532  -2.606  -0.167
H  1.899  8.490  -10.653  0.124
H  0.564  2.491  8.877  0.117
O  -3.556  1.001  0.520  -0.095
H  -0.405  2.876  -1.294  0.107
H  -2.228  2.739  -4.499  0.132
H  0.301  -7.844  6.379  0.111
H  4.111  4.268  6.258  0.127
N  2.408  -7.533  6.748  0.030
H  -2.037  0.927  -4.690  0.120
H  -0.935  4.309  -8.700  0.116
O  6.421  3.555  5.113  -0.074
N  1.571  -0.296  0.639  0.022
H  3.820  -10.167  5.789  0.106
H  -0.074  2.101  -5.966  0.071
C  1.496  4.233  0.371  -0.524
C  0.371  2.202  -0.774  -0.199
C  0.476  0.763  -1.470  -0.018
H  -7.154  -0.090  3.239  0.128
H  -0.153  -6.052  4.561  0.111
H  -0.112  7.602  -11.882  0.120
H  -0.432  -0.720  -4.854  0.098
C  1.610  -1.293  3.038  0.098
C  -9.058  0.932  3.253  -0.245
C  4.144  -10.778  4.940  -0.247
H  4.741  -11.614  5.309  0.120
C  1.860  -3.978  3.471  -0.068
H  2.338  5.001  0.364  0.084
C  5.221  2.789  5.142  -0.245
H  0.490  4.657  0.032  0.081
H  -9.513  1.823  3.701  0.114
H  2.094  3.345  -1.608  0.125
C  1.858  -4.235  1.917  -0.487
H  -4.717  3.909  -0.998  0.128
S  1.972  -5.945  1.211  0.703
C  -4.541  1.940  0.024  -0.362
H  -4.468  3.750  1.384  0.082
O  -0.150  1.641  -6.815  -0.085
O  -6.867  1.927  3.308  -0.114
H  -0.391  8.704  -9.309  0.079
H  -0.063  2.006  0.284  0.096
C  1.423  7.555  -10.351  -0.234
N  -0.243  -1.122  6.532  0.172
H  2.564  2.234  -0.138  0.096
O  -9.102  1.095  1.839  -0.072
H  1.987  6.716  -10.769  0.119
H  -7.175  2.676  3.838  0.103
H  -3.241  0.450  -2.688  0.137
H  5.223  -10.541  3.082  0.123
C  4.023  3.708  5.325  -0.244
H  -1.232  1.814  -8.533  0.127
C  0.896  -6.135  5.006  0.001
C  1.785  2.946  -0.573  -0.233
H  -0.812  3.510  8.384  0.121
H  -0.811  -4.139  -8.486  0.119
C  1.203  -7.192  6.063  -0.126
H  2.642  -10.589  3.742  0.078
H  5.152  2.251  4.189  0.113
H  -0.611  1.474  6.885  0.093
C  -0.049  0.674  -2.950  -0.160
C  0.672  -1.667  5.983  -0.209
C  -0.311  3.705  -8.038  -0.250
O  -0.197  -4.513  -5.195  -0.087
H  3.757  4.162  3.464  0.047

---

no.,calculated total energy (Ha)
1,-1260.11128
2,-309.82719
3,-1059.15182
4,-5415.27268
5,-8245.16226
6,-4319.56805